[1]
This record from OMol25 describes 3 unconnected molecules or ions with the total composition C18H18. The level of theory is the ωB97M-V functional and the def2-TZVPD basis.

Values from the calculation:
LUMO level: 0.930 eV
structure (SMILES): c1ccccc1.c1ccccc1.c1ccccc1
relative energy (zero: lowest compared OMol25 entry of this formula, charge and spin): 0.0000 eV

ORCA input file:
```
! wB97M-V def2-TZVPD RIJCOSX def2/J DEFGRID3
* xyz 0 1
H -1.343 -3.574 -0.889
H -3.542 0.300 1.196
H -0.352 -0.316 1.786
H 0.195 2.951 -5.171
C 1.778 -0.309 1.363
H 2.107 -2.214 4.697
H -3.785 -1.889 2.216
H -0.105 -1.617 3.872
H -0.018 0.712 -4.198
H 0.733 4.903 -3.669
H 0.513 0.336 -1.806
H 3.902 -0.410 1.254
C 0.258 1.541 -3.556
C 0.749 2.435 -1.374
C -1.728 -1.489 -1.000
H 4.130 -1.576 3.437
H -2.614 -3.872 1.228
H -1.183 -1.376 -1.931
C 2.012 -1.682 3.759
C -3.138 -1.784 1.354
C 0.799 3.704 -1.924
C 0.758 -1.303 3.298
H 1.699 0.272 0.453
C -2.532 -2.891 0.778
C 0.597 3.901 -3.282
C 0.324 2.819 -4.105
H 0.887 2.207 -0.325
C -3.029 -0.542 0.745
C 0.485 1.343 -2.203
C 0.638 -0.628 2.098
C -1.821 -2.735 -0.401
H -2.267 0.614 -0.880
H 1.011 4.545 -1.273
C 3.150 -1.348 3.037
C -2.297 -0.365 -0.423
C 3.028 -0.661 1.842
*
```



[2]
This record from OMol25 describes a molecular structure, C18H18AlCl6N3O5S2. The level of theory is the ωB97M-V functional and the def2-TZVPD basis.

Values from the calculation:
LUMO level: 0.233 eV
relative energy (zero: lowest compared OMol25 entry of this formula, charge and spin): 0.4460 eV

ORCA input file:
```
! wB97M-V def2-TZVPD RIJCOSX def2/J DEFGRID3
* xyz 0 1
Cl 3.119 -5.170 -3.054
H -4.734 0.078 1.495
C -0.209 -5.098 -0.855
C -0.386 -3.737 -0.635
C 0.519 -2.793 -1.148
H 4.679 4.305 0.238
H 4.984 2.575 0.475
Al 0.220 -0.008 -0.117
Cl -1.333 -6.224 -0.202
H -5.011 -0.770 -0.032
C -4.232 1.246 -0.269
C -1.649 0.517 -0.185
H 0.694 -2.490 1.769
O 0.342 -1.516 -0.942
H -3.802 3.371 -0.098
O 2.197 0.023 0.135
H 4.660 3.985 -2.111
N 2.952 3.096 0.307
O 3.015 0.829 2.205
H -5.740 1.645 -1.770
C 1.605 -3.266 -1.895
N 0.095 -0.473 1.849
C -4.390 2.611 0.419
H -0.548 0.425 4.990
Cl 2.703 -2.114 -2.548
Cl 1.092 -7.235 -1.889
C 4.363 3.302 -0.039
C 2.224 2.721 -0.737
O 3.159 -1.478 1.694
C -0.289 -0.069 4.069
H 5.022 2.268 -1.863
Cl 3.251 -0.153 1.175
C 4.368 3.087 -1.569
H 2.597 2.481 -2.729
O 4.494 0.078 0.511
C 0.876 -5.550 -1.603
H 2.666 2.845 1.242
H -4.095 2.088 -2.267
S 0.182 -1.717 4.039
N 2.967 2.754 -1.836
C -4.689 1.348 -1.729
C -5.079 0.198 0.466
H -4.048 2.560 1.454
S 0.554 2.321 -0.712
H -5.440 2.915 0.412
C -2.815 0.846 -0.224
H -4.578 0.388 -2.235
C -0.288 0.433 2.816
H -0.553 1.436 2.516
H -6.127 0.507 0.484
C 1.781 -4.627 -2.122
Cl -1.710 -3.150 0.294
C 0.368 -1.645 2.359
*
```



[3]
This record from OMol25 describes a molecular structure, C18H18AuCl3N3SbSi in a non-equilibrium geometry. The level of theory is the ωB97M-V functional and the def2-TZVPD basis.

Values from the calculation:
LUMO level (alpha / beta): -7.649 / -10.835 eV

ORCA input file:
```
! wB97M-V def2-TZVPD RIJCOSX def2/J DEFGRID3
* xyz 2 3
C -2.156 -3.295 -1.675
Au -1.208 -1.371 0.763
C -1.401 -2.136 -2.216
C 4.679 -1.041 1.594
H 3.233 0.164 2.687
C -0.698 -0.581 -3.933
H -1.531 -3.964 -0.985
Cl 0.259 -0.660 4.226
H 3.928 -2.932 -2.157
C -1.329 3.826 2.832
N 2.864 -0.610 -0.612
N -1.002 -1.227 -1.289
C 4.047 -1.274 -0.734
C -2.896 3.300 1.099
H 5.341 -1.147 2.448
H -3.202 4.922 2.528
N -2.088 2.375 0.539
C 2.621 -0.068 0.591
C -0.232 0.325 -2.941
C 4.241 -1.880 -2.130
H -4.594 2.588 -0.082
Cl -1.253 -3.633 3.239
H 5.320 -1.806 -2.318
C -0.931 2.155 1.159
Si -1.192 -1.540 2.994
Sb 0.518 0.770 0.244
C -1.130 -1.851 -3.514
C -2.547 4.097 2.235
C 4.873 -1.631 0.355
H -5.071 3.683 1.224
C -0.495 2.885 2.247
H 5.666 -2.341 0.088
H 3.591 -1.269 -2.883
H -3.078 -2.879 -1.124
Cl -2.955 -0.743 3.623
C -4.266 3.415 0.509
H -4.232 4.292 -0.196
C 3.484 -0.282 1.723
H -2.483 -3.947 -2.493
H -1.049 4.424 3.739
H -0.696 -0.336 -4.979
H -1.330 -2.665 -4.214
H 0.503 2.702 2.623
C -0.401 -0.044 -1.588
H 0.280 1.230 -3.247
*
```